No. 1
ORCA calculation (ωB97M-V with the def2-TZVPD basis set) on a 8-piece molecular cluster, H18NO7 overall at a distorted geometry.

Geometry as XYZ:
```
26
Properties=species:S:1:pos:R:3:forces:R:3
N 0.9819 -1.0679 1.4911 -1.252 1.533 0.466
H 0.8856 -0.3600 2.2270 0.478 -0.167 0.201
H -0.0170 -1.2331 1.3541 -0.474 -0.642 -0.412
H 1.3475 -0.5390 0.6641 0.758 -0.838 0.400
H 1.4584 -1.8967 1.8222 0.242 -0.012 -0.388
H 1.3086 2.2377 -1.6512 -0.077 -0.199 0.242
H 2.7140 2.4707 -2.1022 0.201 0.060 0.216
O 2.2063 2.3010 -1.2980 -0.195 0.744 -0.782
H -0.6657 -3.3191 -0.0635 -0.095 -0.110 -0.012
H -1.1489 -3.8924 1.2721 0.017 -0.027 -0.066
O -0.3987 -3.4607 0.8500 0.070 0.043 0.063
H 2.8397 1.1620 -0.2103 -0.191 -1.031 -0.262
H 3.5634 -0.2553 -0.2631 0.156 0.083 -0.075
O 2.7632 0.1963 0.0094 0.148 0.467 0.348
H -2.6599 0.2346 -2.5504 0.063 0.460 -0.787
H -3.3414 1.1122 -1.4036 0.001 0.067 -0.635
O -2.8737 0.3051 -1.6315 0.074 -0.522 1.620
H -1.3354 0.9537 3.8723 -0.096 -0.271 -0.362
H 0.0927 1.2889 3.8458 0.309 0.076 -0.137
O -0.5560 0.8141 3.3131 0.026 0.316 0.753
H -2.3465 -0.3240 1.7121 -0.357 0.203 -0.643
H -1.9382 -0.2259 0.1274 -0.973 0.211 -0.159
O -1.6807 -0.4267 1.0300 1.169 -0.513 0.367
H 0.0610 0.6990 -4.3810 -0.353 0.722 -0.112
H -0.7103 2.0372 -3.8996 0.065 0.026 -0.783
O -0.2956 1.2154 -3.6455 0.284 -0.680 0.940
```
Forces are in eV/Å.

**Net charge**: +1
**E**: -592.01657 a.u.
**Strongest force on any atom**: 0.040 hartree/bohr
**Lowest unoccupied orbital energy**: -2.5 eV
**Gap between HOMO and LUMO**: 11.884 eV
**HOMO energy**: -14.41 eV
**ΔE to the lowest compared entry with this formula, charge and spin**: 41.15 kcal per mole

=====

No. 2
ORCA calculation (ωB97M-V with the def2-TZVPD basis set) on a 9-piece molecular cluster, H18O9 overall at a distorted geometry.

Geometry as XYZ:
```
27
Properties=species:S:1:pos:R:3:forces:R:3
O -3.3190 0.6373 -2.0594 -0.065 0.896 0.818
H -4.0764 0.1984 -2.4418 0.407 -0.440 -0.444
H -2.4612 0.3506 -2.3823 -0.302 -0.493 -0.351
O 0.8761 -0.5905 -3.2413 -0.346 -0.633 0.599
H 0.8511 -1.5378 -3.4444 0.025 0.234 -0.228
H 0.5712 -0.6131 -2.3149 0.251 0.463 -0.234
O 0.9754 -0.1923 3.6790 -0.074 -0.215 0.082
H 0.2832 0.4288 3.9878 0.321 0.024 -0.150
H 1.8125 0.3054 3.6527 -0.140 0.316 0.036
O 3.5314 -0.6552 0.5086 0.274 1.101 -0.156
H 4.0867 -0.0360 1.0089 0.117 -0.550 0.285
H 3.0117 0.0221 0.0405 -0.510 -0.657 -0.033
O -0.4156 -3.5745 -2.3966 -0.194 -0.074 1.202
H -0.0248 -3.3291 -1.5393 0.500 0.257 -0.472
H -1.2230 -3.9526 -2.0213 -0.234 -0.102 -0.656
O -2.5311 2.4442 0.1465 -0.247 -0.019 -0.144
H -3.0530 1.6576 -0.0528 0.115 -0.094 0.034
H -2.2054 2.6987 -0.7249 0.041 0.084 0.076
O 0.8201 -2.2006 1.8423 -1.183 -0.463 -0.267
H 1.0727 -1.5089 2.4811 0.483 -0.236 0.046
H 1.5423 -2.7070 1.4718 0.521 0.545 0.290
O -0.2887 3.8224 0.8799 0.083 -0.128 0.300
H 0.0835 3.9341 1.7642 0.120 -0.001 -0.086
H -0.9498 3.1215 1.0071 -0.109 0.173 -0.132
O 0.3528 0.3210 0.3944 -0.302 -0.342 0.250
H 0.2626 1.1981 0.7930 0.062 -0.051 -0.009
H 0.1500 -0.3065 1.1250 0.385 0.406 -0.655
```
Forces are in eV/Å.

**Net charge**: -1
**<S²>**: 0.75
**E**: -687.92483 a.u.
**Strongest force on any atom**: 0.025 hartree/bohr
**Lowest unoccupied orbital energy (alpha / beta)**: 2.5 / 2.4 eV
**2S+1**: 2
**Gap between HOMO and LUMO (alpha / beta)**: 2.237 / 9.966 eV
**HOMO energy (alpha / beta)**: 0.28 / -7.56 eV
**ΔE to the lowest compared entry with this formula, charge and spin**: 19.69 kcal per mole

=====

No. 3
ORCA calculation (ωB97M-V with the def2-TZVPD basis set) on a 9-piece molecular cluster, H18O9 overall at a distorted geometry.

Geometry as XYZ:
```
27
Properties=species:S:1:pos:R:3:forces:R:3
H 0.2237 -0.2795 -0.7569 0.024 -0.030 0.127
H 1.2821 0.3895 0.1047 0.032 -0.080 -0.015
H 3.4647 -0.7204 -1.1768 -0.019 0.036 0.188
H 4.3632 0.1799 -2.0087 -0.067 0.048 0.066
H -1.3113 -4.0659 1.3397 -0.061 0.068 0.084
H -0.5943 -2.9356 2.0595 -0.115 0.064 0.000
H -2.7508 4.4040 -0.3309 0.134 -0.049 0.011
H -2.6072 3.1412 -1.1644 -0.049 -0.165 0.232
H -3.4149 -3.7810 -2.7925 -0.047 0.042 0.088
H -2.9289 -2.3410 -2.7814 -0.041 -0.043 0.070
H 6.1999 -1.8261 0.4287 -0.066 0.037 0.006
H 5.0341 -2.7595 0.1464 0.052 -0.003 0.092
H -2.4968 1.0359 2.3929 0.011 -0.042 -0.195
H -1.5525 0.2804 3.3136 -0.040 -0.082 -0.081
H 3.4442 3.5173 -0.0611 -0.041 0.026 0.019
H 2.4613 3.3505 1.0862 0.009 0.106 -0.048
H -4.8943 1.6697 -0.0883 0.083 0.005 0.011
H -4.1350 0.4656 -0.6209 0.038 -0.035 0.089
O 1.0311 -0.4648 -0.2641 -0.004 0.029 -0.132
O 4.1834 -0.0829 -1.0990 -0.361 0.802 -0.747
O -1.3405 -3.5393 2.1464 0.163 -0.110 -0.103
O -2.2225 3.6017 -0.4101 0.008 0.342 -0.124
O -3.4320 -2.9773 -2.2608 0.094 0.015 -0.170
O 5.2578 -1.8253 0.2250 0.375 -0.821 0.461
O -2.0103 0.2072 2.4687 0.048 0.138 0.180
O 2.7529 3.9846 0.4213 0.054 -0.165 0.028
O -4.0069 1.3713 -0.3172 -0.213 -0.135 -0.138
```
Forces are in eV/Å.

**SMILES string**: O.O.O.O.O.O.O.O.O
**E**: -687.90028 a.u.
**Strongest force on any atom**: 0.022 hartree/bohr
**Lowest unoccupied orbital energy**: 0.3 eV
**Gap between HOMO and LUMO**: 10.599 eV
**HOMO energy**: -10.35 eV
**ΔE to the lowest compared entry with this formula, charge and spin**: 78.76 kcal per mole

=====

No. 4
ORCA calculation (ωB97M-V with the def2-TZVPD basis set) on a 9-piece molecular cluster, H18O9 overall at a distorted geometry.

Geometry as XYZ:
```
27
Properties=species:S:1:pos:R:3:forces:R:3
O -0.3301 0.1496 -1.0450 1.212 -0.474 -1.493
H 0.2389 -0.1374 -0.3510 1.379 -0.245 1.040
H -1.0891 0.3756 -0.5790 -2.519 0.670 1.119
O 1.3349 -2.4564 -0.7620 -0.571 0.505 -1.121
H 1.1619 -1.8984 -1.5870 0.302 -1.469 1.393
H 1.7869 -3.2864 -0.9880 -0.275 0.531 -0.459
O -0.7251 0.5436 2.7780 0.268 2.626 0.153
H -1.0701 1.2406 2.1380 0.359 -2.157 1.039
H -1.0711 -0.3044 2.5780 -0.849 -1.130 -0.636
O -2.6821 3.6066 -1.2990 0.613 0.526 0.681
H -2.0901 4.2976 -0.9370 -0.543 -0.335 -0.600
H -2.5931 2.9196 -0.6170 -0.279 0.107 -0.494
O -0.7781 0.9766 -3.5920 -0.577 1.809 -0.010
H -0.7201 0.7066 -2.6840 0.258 -0.077 0.750
H -0.5831 0.2066 -4.0680 0.400 -1.622 -1.208
O 1.5189 -0.2464 1.5440 1.507 1.314 -1.172
H 1.3969 -1.1594 1.4120 -0.206 -1.777 -0.136
H 0.8819 -0.0144 2.1970 -1.016 0.552 1.015
O -1.9481 2.0896 0.8620 1.131 -1.019 -1.291
H -2.3981 2.4756 1.5840 -0.696 1.044 1.235
H -1.0651 2.4766 0.7520 -0.331 0.283 0.097
O -0.2131 -2.6194 1.6440 0.441 -0.871 1.153
H 0.1549 -2.7724 0.7790 0.022 0.222 -1.129
H 0.2689 -3.3064 2.1510 -0.647 0.622 0.018
O 3.5549 -0.9804 -0.9230 3.114 -0.212 0.883
H 4.2459 -1.3914 -0.3170 -0.992 1.145 -1.259
H 2.8129 -1.4904 -0.6710 -1.504 -0.568 0.431
```
Forces are in eV/Å.

**SMILES string**: O.O.O.O.O.O.O.O.O
**E**: -687.91946 a.u.
**Strongest force on any atom**: 0.063 hartree/bohr
**Lowest unoccupied orbital energy**: -0.1 eV
**Gap between HOMO and LUMO**: 10.469 eV
**HOMO energy**: -10.59 eV
**ΔE to the lowest compared entry with this formula, charge and spin**: 66.73 kcal per mole

=====

No. 5
ORCA calculation (ωB97M-V with the def2-TZVPD basis set) on a 9-piece molecular cluster, H18O9 overall at a distorted geometry.

Geometry as XYZ:
```
27
Properties=species:S:1:pos:R:3:forces:R:3
O 1.8575 -0.9869 0.5920 -0.396 0.211 1.349
H 0.9514 -0.8014 0.9176 0.694 -0.170 -0.387
H 1.9764 -0.4094 -0.1622 -0.094 0.235 -0.449
O -3.1438 -1.7460 2.4041 -1.408 1.554 1.018
H -2.5096 -2.1607 2.9682 0.670 -0.788 -0.432
H -3.1801 -2.0093 1.4980 0.816 -0.703 -0.542
O 1.7088 -2.3564 -1.6369 0.347 -1.568 0.493
H 2.2980 -1.7739 -2.1330 -0.234 0.153 0.147
H 2.1919 -2.6049 -0.8190 -0.325 0.405 -0.843
O -2.4222 1.5719 1.6530 -0.190 -0.964 -0.701
H -2.2476 2.5041 1.6030 0.150 0.532 0.524
H -2.6478 1.2912 2.5416 -0.009 0.326 0.080
O 0.0507 1.8296 -3.2090 -1.135 -0.410 0.574
H -0.7592 1.6423 -2.6609 1.187 0.414 -1.053
H -0.2460 1.9284 -4.1274 -0.056 -0.097 0.416
O 0.4952 1.3504 2.7425 0.435 -0.553 0.553
H 1.4243 1.4218 2.9936 0.172 0.466 -0.362
H 0.2929 0.5375 3.2215 -0.575 -0.047 -0.148
O -0.7672 -1.8987 -0.0993 2.905 -1.434 -0.458
H 0.1840 -2.3406 -0.3202 -3.285 1.693 0.352
H -0.8428 -1.2372 -0.7974 0.074 -0.183 0.000
O -0.0048 2.1653 0.0753 0.137 -0.645 0.129
H -0.7857 1.8797 -0.3954 -0.406 0.153 -0.237
H 0.0140 1.4930 0.7841 0.210 0.648 0.152
O 2.1697 -0.0049 -2.4560 -0.782 0.666 -0.299
H 2.8430 0.6745 -2.5099 -0.034 0.304 -0.118
H 1.3120 0.4262 -2.7213 1.133 -0.199 0.241
```
Forces are in eV/Å.

**SMILES string**: O.O.O.O.O.O.O.O.O
**E**: -687.92153 a.u.
**Strongest force on any atom**: 0.072 hartree/bohr
**Lowest unoccupied orbital energy**: 0.1 eV
**Gap between HOMO and LUMO**: 10.412 eV
**HOMO energy**: -10.31 eV
**ΔE to the lowest compared entry with this formula, charge and spin**: 65.43 kcal per mole